Density functional theory data (ωB97M-V/def2-TZVPD) for a structure of composition C34H37IrN2O8Te at a distorted geometry.

Geometry as XYZ:
```
83
Properties=species:S:1:pos:R:3:forces:R:3
Ir 0.110995 0.615666 1.959252 0.2 2.1 0.4
O 3.929937 2.430587 2.896632 -0.1 -0.1 -0.1
C 2.785819 2.297690 2.476417 -0.1 -0.2 0.0
O 2.195463 1.168790 2.263754 0.4 -0.5 0.5
C 2.007533 3.546748 2.058696 0.0 0.0 0.1
C 1.362862 3.344403 0.682160 0.2 0.4 0.1
C 0.967581 4.684575 0.061876 -0.1 -0.1 0.0
C -0.233823 5.085492 0.958077 0.0 -0.2 -0.1
C -0.347932 3.860749 1.877579 0.0 0.2 0.2
O 0.078016 2.780695 1.003325 0.1 -0.3 -0.2
C 0.766540 3.912800 2.935133 0.0 0.0 -0.2
C 0.438583 3.007012 4.116501 -0.1 0.0 0.2
O 0.556377 3.460104 5.253283 0.0 -0.1 -0.1
O -0.032369 1.850939 3.825737 -0.3 0.1 0.5
H 2.720480 4.368103 2.047664 0.0 0.0 0.0
H 1.903276 2.680388 0.030442 0.1 -0.2 -0.2
H 1.781867 5.409022 0.071261 0.0 0.0 0.0
H 0.653488 4.525400 -0.970455 0.0 0.1 0.0
H -0.047987 5.988718 1.538465 0.0 0.0 0.0
H -1.147055 5.224473 0.379573 0.0 0.0 0.0
H -1.341298 3.659208 2.265420 0.0 -0.1 -0.1
H 0.878773 4.904740 3.366455 0.0 0.1 -0.1
N -0.460924 -0.689102 3.733354 0.5 -0.2 -1.0
C -1.104910 -1.989485 3.602532 -0.1 -0.1 0.0
C -0.201138 -3.005395 2.900424 0.4 0.3 0.2
C -0.208967 -2.722632 1.430059 0.1 -0.6 0.0
O -0.950035 -3.374630 0.697319 -0.1 0.4 0.1
O 0.539491 -1.735620 1.000462 -0.7 -0.4 -1.1
H 0.425343 -0.768800 4.221170 0.0 0.1 0.1
H -1.026002 -0.019089 4.241997 0.1 0.2 0.0
H -2.016982 -1.851686 3.017820 0.0 0.0 0.0
H -1.392506 -2.396665 4.575303 0.0 0.0 0.1
H -0.581293 -4.011202 3.052718 0.0 0.0 0.0
H 0.818704 -2.937453 3.286071 0.0 0.0 0.1
C 2.251511 -6.357140 -4.028243 0.0 0.1 0.1
C 1.672028 -5.201340 -3.251774 0.0 -0.1 -0.1
C 0.314155 -4.931014 -3.272300 0.0 0.0 -0.1
C -0.228881 -3.857080 -2.574487 -0.1 0.2 0.1
C -1.734262 -3.660538 -2.622381 0.1 0.0 0.1
C 0.610264 -3.011765 -1.828535 0.6 -0.1 0.6
Te -0.523695 -1.322557 -0.909184 -0.2 0.4 0.0
N -1.207884 0.314278 0.545907 0.0 -1.7 0.1
C -2.347296 0.668815 0.010175 -0.1 0.0 -0.7
O -2.624924 0.370816 -1.201344 0.1 0.3 0.4
C -3.377201 1.431611 0.804601 0.0 -0.1 0.1
C -4.576128 1.757594 0.178112 -0.1 0.1 0.0
C -5.590431 2.391294 0.882734 0.0 0.0 0.0
C -5.407827 2.725147 2.219487 0.0 0.0 0.0
C -4.201955 2.427825 2.842867 0.0 0.0 0.0
C -3.195438 1.773945 2.143147 0.0 0.0 0.0
C 0.866415 -0.036761 -1.861501 0.1 0.2 0.3
C 1.999017 0.406534 -1.185070 0.0 -0.1 -0.1
C 2.973901 1.128581 -1.860781 0.0 0.0 0.0
C 2.807646 1.412611 -3.207756 0.0 0.0 0.0
C 1.656899 1.002372 -3.864829 0.0 0.0 0.0
C 0.665717 0.279826 -3.206400 -0.2 -0.1 0.0
C -0.574263 -0.164628 -3.945188 0.1 -0.1 0.1
C 1.986401 -3.312552 -1.746960 -0.2 -0.1 -0.1
C 2.979426 -2.568532 -0.888368 0.0 0.0 -0.1
C 2.486078 -4.391793 -2.475667 0.0 0.1 0.0
H 1.483126 -6.859370 -4.616225 0.0 0.0 0.0
H 2.701556 -7.091665 -3.356831 0.0 0.0 0.0
H 3.033170 -6.014483 -4.708910 0.0 0.0 0.0
H -0.346491 -5.580229 -3.840651 0.0 0.0 0.0
H -2.196464 -4.379500 -3.298846 0.0 0.0 0.0
H -2.011755 -2.657942 -2.950364 -0.1 -0.1 -0.1
H -2.169070 -3.796821 -1.628694 0.0 0.0 0.0
H -4.697085 1.497920 -0.865216 0.0 0.0 0.0
H -6.526954 2.627957 0.389701 0.0 0.0 0.0
H -6.205140 3.201400 2.778736 0.0 0.1 0.0
H -4.039121 2.708158 3.877416 0.0 -0.1 0.0
H -2.258959 1.529313 2.633410 0.0 0.1 0.0
H 2.153234 0.175152 -0.138858 -0.1 0.1 0.1
H 3.854324 1.461239 -1.322974 0.0 0.0 0.0
H 3.574170 1.957645 -3.746339 0.0 0.0 0.0
H 1.524195 1.233122 -4.916723 0.0 0.0 0.0
H -0.787402 0.505121 -4.777956 0.0 0.0 0.0
H -1.443684 -0.164882 -3.280794 0.0 0.1 -0.1
H -0.437888 -1.174218 -4.349139 0.0 0.0 0.0
H 2.508708 -2.080473 -0.046679 0.0 0.1 0.1
H 3.503778 -1.803790 -1.465769 0.0 0.0 0.0
H 3.726533 -3.263109 -0.500717 0.0 0.0 0.0
H 3.550040 -4.610636 -2.420318 0.0 0.0 0.0
```
Positions in Å, forces in eV/Å.

Summary:
* HOMO energy (alpha / beta): -0.1487 / -0.1544 Ha
* orbital gap (alpha / beta): 6.2465 / 6.4142 eV
* energy above the lowest of the compared OMol25 structures with the same formula, charge and spin: 334.02 kJ/mol
* net charge: -1
* multiplicity: 2
* expectation value of S²: 0.754

=====

Density functional theory data (ωB97M-V/def2-TZVPD) for a structure of composition C34H38AsF6N6O2SY at a distorted geometry.

Geometry as XYZ:
```
89
Properties=species:S:1:pos:R:3:forces:R:3
Y -0.022834 -0.448431 0.197322 1.5 -0.2 -0.3
C 2.225805 -1.007958 3.034108 -0.1 -0.3 -0.1
N 0.961120 -1.276970 2.333129 0.1 0.0 0.1
C 0.020266 -1.801849 3.049387 -0.2 0.1 0.0
C -1.292136 -2.042321 2.571518 0.0 -0.1 0.0
C -2.375191 -2.580183 3.271702 -0.1 0.0 0.1
C -3.469492 -2.512440 2.407974 0.0 0.0 0.0
C -2.993531 -1.930733 1.228149 -0.1 -0.1 0.0
N -1.683830 -1.652682 1.305449 -0.2 -0.1 0.2
C 3.161274 -2.201062 3.122311 0.0 0.0 0.0
C 2.913838 -3.241752 4.017393 0.0 -0.1 -0.1
C 3.757714 -4.343314 4.079561 0.0 0.1 0.0
C 4.875038 -4.412995 3.253896 0.0 0.0 0.0
C 5.141626 -3.372532 2.374396 0.0 0.0 0.0
C 4.290220 -2.273977 2.312950 0.0 -0.1 0.0
H 2.003207 -0.656591 4.044776 0.0 0.1 0.1
H 2.738469 -0.208737 2.506326 0.0 0.1 -0.1
H 0.181592 -2.029958 4.105608 0.1 0.0 0.0
H -2.348460 -2.969531 4.281214 0.0 0.1 -0.1
H -4.482940 -2.831716 2.601043 0.1 0.0 0.0
H -3.555129 -1.718222 0.328432 0.1 0.0 0.1
H 2.051491 -3.196702 4.674823 0.1 0.0 0.0
H 3.548843 -5.141867 4.780918 0.0 0.0 0.0
H 5.541848 -5.266635 3.309549 -0.1 0.0 0.0
H 6.008638 -3.415075 1.723778 0.0 0.0 0.0
H 4.493183 -1.474497 1.611424 0.0 0.0 0.0
C 0.688039 2.111174 -5.440945 0.0 0.0 0.1
C 1.380328 1.217923 -4.631608 0.0 0.0 0.0
C 1.033537 1.060933 -3.297461 0.1 -0.1 0.1
C 0.002322 1.825704 -2.769433 0.0 -0.2 0.0
C -0.689667 2.725293 -3.567705 -0.1 0.1 0.0
C -0.349601 2.863788 -4.905266 0.0 0.0 0.0
N -0.362844 1.649769 -1.386752 0.3 -0.3 -0.3
N -0.571509 2.722098 -0.817048 -0.5 0.5 0.4
C -0.980592 2.639581 0.554406 0.0 0.1 0.1
C -1.400966 3.860751 1.082039 0.0 0.1 -0.1
C -1.853690 3.914287 2.388657 0.0 -0.1 0.0
C -1.884083 2.738923 3.135714 0.0 0.0 0.0
C -1.449864 1.539453 2.578144 0.1 0.0 0.1
C -0.952830 1.437673 1.272128 -0.5 0.8 0.1
H 0.947317 2.210133 -6.487815 0.0 0.0 0.0
H 2.191143 0.627440 -5.043253 0.0 0.0 0.0
H 1.553278 0.352310 -2.664703 0.0 0.0 -0.1
H -1.500626 3.295444 -3.135337 0.0 0.0 0.0
H -0.897089 3.560061 -5.529145 0.0 0.0 0.0
H -1.389310 4.743681 0.450407 0.0 0.0 0.0
H -2.195182 4.848825 2.816779 0.0 0.0 0.0
H -2.255038 2.760186 4.155999 0.0 0.0 -0.1
H -1.507390 0.643933 3.193839 0.0 0.0 0.0
C 0.192641 -2.747287 -3.662103 0.1 0.1 -0.1
C -0.522794 -2.262439 -2.406321 -0.2 -0.3 0.2
O 0.177217 -1.319281 -1.740195 -0.4 -0.2 -0.4
C -1.884038 -1.619770 -2.801596 0.2 0.1 0.1
F -2.358561 -0.879296 -1.767503 -0.2 -0.2 0.0
F -2.839549 -2.482156 -3.168292 0.0 0.0 0.0
F -1.716896 -0.764820 -3.822158 0.0 0.0 0.0
C -0.773082 -3.516554 -1.445613 0.1 0.1 -0.1
F -0.015551 -3.391501 -0.331436 -0.1 -0.1 -0.2
F -2.035392 -3.668594 -1.032423 0.0 0.0 0.0
F -0.413815 -4.687633 -2.013762 0.0 0.0 0.1
H 0.308795 -1.899845 -4.335798 0.0 0.0 0.0
H -0.340925 -3.552340 -4.167355 0.0 0.0 0.0
H 1.183337 -3.090980 -3.363879 0.0 0.0 0.0
S 3.192865 -1.905906 -1.022977 0.2 0.0 0.0
C 3.338060 -3.561217 -1.083135 0.0 -0.1 -0.1
N 4.019331 -4.287267 -2.009563 0.1 -0.1 0.0
C 3.746073 -5.719596 -1.914651 0.0 0.2 0.0
C 3.063269 -5.829093 -0.535847 0.0 0.2 0.0
N 2.771768 -4.436112 -0.236983 -0.1 -0.1 0.2
H 4.345012 -3.839235 -2.846310 0.0 0.0 0.0
H 4.662910 -6.302343 -1.963394 0.1 0.0 0.0
H 3.081893 -6.055722 -2.712015 -0.1 0.0 -0.1
H 3.722750 -6.267499 0.215515 0.0 0.0 0.0
H 2.151062 -6.419658 -0.584281 0.0 0.0 0.0
H 2.262972 -4.118825 0.570860 0.0 0.0 0.0
C 1.956132 2.902964 2.228161 -0.1 0.0 0.0
As 2.618417 2.241175 0.553392 0.3 -0.3 0.0
C 4.503086 2.000961 0.817541 0.0 -0.1 0.0
C 2.506590 3.601531 -0.790331 -0.1 -0.1 0.0
O 2.002520 0.766000 0.082318 -0.4 0.2 0.2
H 2.810057 3.161770 2.852585 0.0 0.0 0.0
H 1.368343 2.113088 2.690893 0.0 0.0 0.0
H 1.317351 3.768297 2.070151 0.0 0.0 0.0
H 4.990928 2.952218 1.019667 0.0 0.0 0.0
H 4.906908 1.549642 -0.086200 0.1 0.0 0.0
H 4.653963 1.318469 1.652551 0.0 0.0 0.0
H 3.209509 4.390359 -0.526409 0.0 0.0 0.0
H 1.494348 3.990930 -0.863238 0.0 0.0 0.0
H 2.787862 3.144565 -1.737340 0.0 0.0 -0.1
```
Positions in Å, forces in eV/Å.

Summary:
* HOMO energy: -0.2690 Ha
* orbital gap: 7.3253 eV
* energy above the lowest of the compared OMol25 structures with the same formula, charge and spin: 72.61 kJ/mol
* net charge: 0